Formula: C22H43F5O22
Source: the Open Molecules 2025 dataset
Level of theory: the ωB97M-V functional and the def2-TZVPD basis

Computed properties:
* HOMO energy: -9.52 eV
* DFT total energy: -3018.621612 a.u.
* structure (SMILES): O=C1OC[C@@H](F)O1.O=C1OC[C@@H](F)O1.O=C1OC[C@@H](F)O1.O=C1OC[C@@H](F)O1.O=C1OC[C@@H](F)O1.CO.CO.CO.CO.CO.CO.CO
* gap between HOMO and LUMO: 9.6 eV
* strongest force on any atom: 3.622 eV/A
* LUMO: 0.105 eV
* M: 754.554 g/mol

Structure (XYZ):
```
92
C22H43F5O22 (the ωB97M-V functional and the def2-TZVPD basis)
C -14.655 11.543 4.421
C -14.658 12.553 5.589
O -14.346 13.798 5.059
C -13.950 13.645 3.745
O -13.690 14.539 2.952
O -14.014 12.327 3.441
F -13.835 12.172 6.613
H -15.656 11.270 3.969
H -14.090 10.714 4.838
H -15.653 12.640 6.082
C -11.709 17.720 -1.784
C -11.572 19.311 -1.848
O -12.812 19.708 -1.122
C -13.624 18.655 -1.106
O -14.759 18.619 -0.648
O -13.173 17.623 -1.802
F -11.676 19.910 -3.036
H -11.301 17.213 -0.861
H -11.325 17.340 -2.780
H -10.821 19.710 -1.165
C -18.308 18.814 4.924
C -18.144 20.083 5.710
O -16.807 20.017 6.031
C -16.253 18.812 5.652
O -15.063 18.590 5.725
O -17.194 17.964 5.268
F -18.803 19.937 6.929
H -18.197 19.040 3.892
H -19.170 18.282 5.222
H -18.413 21.022 5.251
C -13.092 18.129 3.975
C -13.677 18.386 2.616
O -12.792 17.803 1.743
C -11.669 17.474 2.521
O -10.729 16.889 2.027
O -11.736 17.810 3.791
F -13.844 19.782 2.540
H -13.607 17.401 4.532
H -13.171 19.039 4.590
H -14.659 17.931 2.452
C -8.636 14.832 0.924
C -7.727 15.680 1.760
O -7.901 16.966 1.160
C -8.546 16.882 -0.006
O -8.818 17.813 -0.673
O -8.820 15.581 -0.260
F -6.415 15.328 1.508
H -9.562 14.572 1.403
H -8.037 13.956 0.681
H -7.894 15.805 2.798
C -15.621 16.314 7.794
O -14.596 17.144 8.251
H -15.419 15.858 6.730
H -15.852 15.506 8.505
H -16.614 16.858 7.643
H -14.650 17.950 7.690
C -11.802 15.424 7.595
O -12.192 16.769 7.206
H -11.384 14.957 6.718
H -11.055 15.490 8.400
H -12.686 14.862 7.958
H -13.020 16.967 7.627
C -9.280 18.972 7.346
O -10.461 19.251 6.710
H -8.718 18.329 6.685
H -8.787 19.924 7.294
H -9.455 18.474 8.292
H -11.021 18.425 6.696
C -17.571 20.198 -0.500
O -16.857 20.014 0.744
H -18.391 20.873 -0.311
H -16.919 20.577 -1.285
H -18.097 19.258 -0.816
H -16.054 19.609 0.412
C -12.904 21.102 8.544
O -12.125 21.770 7.610
H -12.294 20.650 9.308
H -13.630 21.691 8.965
H -13.449 20.205 8.123
H -11.398 21.180 7.423
C -18.369 16.076 2.260
O -18.316 17.515 2.128
H -17.604 15.753 3.020
H -19.372 15.779 2.664
H -18.228 15.439 1.319
H -17.547 17.682 1.523
C -16.308 22.410 3.635
O -17.132 21.211 3.391
H -16.686 22.798 4.580
H -15.238 22.091 3.716
H -16.509 23.124 2.844
H -16.931 20.874 2.509
```

Results of the Mulliken charge analysis, in e, for atoms 1 through 2: C -0.376; C 0.271